C44H90Cl2N13O12S | ωB97M-V with the def2-TZVPD basis set

Its energy is -4663.38139 Ha. As for the frontier orbital gap: 6.745 eV. The calculation puts the lowest unoccupied orbital energy at -3.29 eV.

ORCA input file:
```
! wB97M-V def2-TZVPD RIJCOSX def2/J DEFGRID3
* xyz 1 1
C -2.39 0.04 -7.39
C -1.47 -0.22 -8.13
C -0.24 -0.47 -9.01
C 0.71 -1.60 -8.50
N 1.39 -1.23 -7.23
C 0.65 -1.70 -5.99
C 0.53 -3.26 -5.88
C -0.15 -3.55 -4.48
Cl -0.98 -5.15 -4.46
C 1.62 0.26 -7.05
N 2.84 0.37 -6.23
C 3.90 0.35 -6.86
S 5.13 -0.05 -7.81
C 1.55 1.12 -8.33
C 1.36 2.69 -8.05
C 1.90 3.18 -6.69
O 3.03 3.49 -6.48
Cl 0.74 3.29 -5.27
N 0.42 0.81 -9.26
O 0.92 0.92 -10.55
C -0.08 1.42 -11.48
C -1.25 2.24 -10.84
H -3.20 0.59 -6.88
H -0.64 -0.83 -10.00
H 1.51 -1.73 -9.28
H 0.16 -2.57 -8.48
H 2.27 -1.77 -7.20
H 1.21 -1.36 -5.08
H -0.37 -1.25 -5.91
H -0.20 -3.63 -6.65
H 1.51 -3.79 -5.98
H 0.61 -3.42 -3.67
H -0.94 -2.76 -4.35
H 0.78 0.59 -6.38
H 2.46 1.08 -9.00
H 0.25 2.87 -8.06
H 1.76 3.28 -8.91
H 0.40 2.08 -12.25
H -0.55 0.58 -12.06
H -1.59 2.97 -11.63
H -2.15 1.59 -10.65
H -0.97 2.86 -9.96
C 3.40 3.60 -14.43
O 2.44 2.92 -14.76
N 3.81 3.79 -13.16
C 4.96 4.61 -12.83
C 3.07 3.16 -12.09
H 4.02 4.12 -15.18
H 5.70 4.00 -12.31
H 4.65 5.44 -12.19
H 5.41 5.02 -13.74
H 3.08 2.08 -12.23
H 2.04 3.50 -12.11
H 3.51 3.41 -11.12
C -4.69 -3.07 -1.30
O -5.60 -2.48 -0.76
N -3.85 -3.95 -0.69
C -2.79 -4.62 -1.41
C -4.04 -4.24 0.72
H -4.45 -2.93 -2.37
H -2.94 -5.70 -1.37
H -1.83 -4.36 -0.95
H -2.78 -4.30 -2.46
H -5.04 -4.64 0.88
H -3.94 -3.32 1.29
H -3.30 -4.96 1.06
C -3.09 -3.95 3.90
O -3.56 -3.03 3.27
N -2.67 -3.89 5.18
C -2.12 -5.04 5.87
C -2.76 -2.62 5.89
H -2.98 -4.96 3.46
H -2.73 -5.25 6.75
H -1.10 -4.82 6.19
H -2.11 -5.91 5.22
H -3.80 -2.30 5.92
H -2.18 -1.87 5.36
H -2.38 -2.73 6.91
C -5.55 -1.10 -7.84
O -5.16 -0.81 -8.96
N -6.84 -1.32 -7.50
C -7.22 -1.66 -6.14
C -7.86 -1.20 -8.52
H -4.86 -1.22 -6.99
H -7.72 -2.62 -6.14
H -7.90 -0.90 -5.75
H -6.34 -1.71 -5.49
H -7.66 -1.91 -9.33
H -7.83 -0.18 -8.93
H -8.85 -1.39 -8.11
C -0.93 -0.88 7.91
O -1.09 -2.04 8.26
N -0.84 0.17 8.75
C -0.66 1.52 8.26
C -0.94 -0.05 10.18
H -0.84 -0.60 6.85
H 0.27 1.93 8.67
H -1.50 2.14 8.58
H -0.60 1.54 7.17
H -0.14 -0.73 10.50
H -1.90 -0.51 10.41
H -0.86 0.89 10.72
C -0.87 2.02 13.09
O -1.80 1.35 12.66
N -0.55 2.13 14.39
C 0.57 2.95 14.84
C -1.34 1.42 15.38
H -0.21 2.60 12.43
H 1.29 2.31 15.37
H 0.20 3.72 15.52
H 1.07 3.42 14.00
H -1.30 0.35 15.17
H -2.38 1.75 15.32
H -0.95 1.61 16.38
C 2.55 4.01 18.38
O 2.08 4.21 17.27
N 2.90 2.81 18.88
C 3.45 2.66 20.21
C 2.73 1.63 18.05
H 2.72 4.84 19.09
H 4.45 2.22 20.14
H 2.80 2.00 20.80
H 3.52 3.62 20.71
H 3.31 1.74 17.13
H 1.68 1.52 17.78
H 3.06 0.74 18.59
C 7.55 5.19 18.67
O 6.91 5.56 19.64
N 7.02 4.64 17.55
C 7.84 4.22 16.44
C 5.58 4.46 17.48
H 8.65 5.28 18.63
H 7.54 4.77 15.54
H 7.70 3.15 16.27
H 8.89 4.41 16.64
H 5.09 5.43 17.58
H 5.26 3.82 18.30
H 5.30 4.00 16.53
C 8.94 1.23 -10.59
O 8.02 0.52 -10.97
N 9.29 1.40 -9.29
C 10.39 2.26 -8.90
C 8.54 0.70 -8.27
H 9.57 1.80 -11.29
H 11.14 1.67 -8.36
H 10.01 3.05 -8.25
H 10.86 2.72 -9.77
H 8.61 -0.37 -8.44
H 7.49 1.00 -8.33
H 8.93 0.94 -7.28
C -10.41 -4.01 -7.45
O -9.55 -3.18 -7.21
N -10.22 -5.34 -7.48
C -11.29 -6.27 -7.77
C -8.89 -5.86 -7.22
H -11.45 -3.72 -7.66
H -11.42 -6.95 -6.92
H -11.04 -6.85 -8.66
H -12.23 -5.74 -7.94
H -8.57 -5.55 -6.22
H -8.19 -5.46 -7.95
H -8.89 -6.95 -7.28
*
```